C26H26FKN6O2 | ωB97M-V/def2-TZVPD

Each line ends with the Mulliken charge.
Cartesian coordinates (Å):
K 0.000 0.000 0.000  0.113
C 2.911 0.601 -1.603  -1.579
N 2.359 0.904 -0.258  1.075
C 2.885 -0.036 0.760  -1.143
C 2.716 -1.522 0.492  0.706
C 3.685 -2.416 0.957  -0.879
C 3.503 -3.782 0.760  -0.378
C 2.351 -4.224 0.128  -1.043
C 1.434 -3.274 -0.288  -0.413
N 1.594 -1.940 -0.137  0.712
C 2.719 2.290 0.100  -1.538
C 1.833 2.783 1.200  0.791
C 2.114 3.920 1.947  -1.092
C 1.209 4.301 2.933  -0.177
C 0.060 3.544 3.132  -1.291
C -0.138 2.431 2.330  -0.829
N 0.725 2.040 1.370  0.923
C 2.120 -0.345 -2.506  0.747
C 2.635 -0.636 -3.774  -0.948
C 1.894 -1.431 -4.646  -0.370
C 0.653 -1.904 -4.243  -0.995
C 0.215 -1.576 -2.972  -0.442
N 0.926 -0.837 -2.094  0.863
H 3.948 0.246 -1.525  0.371
H 2.960 1.529 -2.190  0.462
H 2.412 0.144 1.731  0.353
H 3.959 0.157 0.896  0.444
H 4.571 -2.056 1.470  0.398
H 4.247 -4.492 1.107  0.356
H 2.166 -5.279 -0.035  0.371
H 0.512 -3.567 -0.779  0.448
H 2.540 2.969 -0.743  0.446
H 3.777 2.377 0.376  0.249
H 3.013 4.499 1.768  0.405
H 1.395 5.183 3.539  0.346
H -0.668 3.813 3.888  0.389
H -1.019 1.805 2.437  1.304
H 3.595 -0.238 -4.085  0.415
H 2.277 -1.664 -5.634  0.350
H 0.042 -2.512 -4.898  0.385
H -0.747 -1.916 -2.601  0.363
C -2.935 -3.400 0.848  -1.339
C -2.149 -2.101 0.895  0.595
O -2.477 -1.306 1.818  -0.646
O -1.266 -1.984 0.000  -0.478
H -3.684 -3.442 1.645  0.316
H -2.255 -4.249 0.966  0.287
H -3.450 -3.488 -0.114  0.225
F 0.000 -0.696 2.183  -0.877
N -7.490 2.357 -0.055  -0.617
C -6.382 2.010 -0.043  0.021
C -5.016 1.583 -0.028  0.739
C -4.509 0.821 -1.080  -0.830
C -3.183 0.432 -1.019  -0.253
N -2.358 0.752 0.000  0.049
C -2.874 1.491 1.005  0.345
C -4.186 1.928 1.037  -0.932
H -5.126 0.534 -1.926  0.409
H -2.734 -0.163 -1.810  0.275
H -2.182 1.729 1.808  -0.424
H -4.546 2.520 1.873  0.438
H 0.000 1.915 -1.221  0.025

Calculated values
**Lowest unoccupied orbital energy**: 4.2 eV
**Total charge**: -2
**Electronic energy**: -2185.010804 a.u.
**Energy above the lowest of the compared OMol25 structures with the same formula, charge and spin**: 0.196 eV
**Frontier orbital gap**: 3.63 eV

C26H26FN3O2 | ωB97M-V/def2-TZVPD

Each line ends with the Mulliken charge.
Cartesian coordinates (Å):
O -2.348 -3.646 0.643  -0.686
C -1.996 -2.588 0.172  0.016
N -2.817 -1.517 -0.010  0.161
C -4.176 -1.389 0.269  -0.148
C -4.952 -2.392 0.837  -0.605
C -6.298 -2.178 1.075  -0.731
C -6.889 -0.972 0.744  -0.588
C -6.130 0.037 0.176  -0.332
C -4.779 -0.162 -0.052  0.758
O -3.977 0.784 -0.672  -0.515
C -4.112 2.105 -0.349  0.580
C -3.725 3.044 -1.303  -0.661
C -3.797 4.386 -0.978  -0.333
C -4.248 4.739 0.286  -0.375
N -4.602 3.849 1.197  -0.600
C -4.537 2.568 0.896  -0.190
C -0.561 -2.330 -0.273  0.436
C -0.454 -1.980 -1.759  -0.673
C 1.017 -1.764 -2.103  -0.887
C 1.616 -0.701 -1.189  -0.553
N 1.491 -1.109 0.198  0.137
C 2.233 -0.235 1.090  -1.009
C 3.702 -0.368 0.848  -0.449
C 4.537 0.661 0.736  -0.050
C 5.977 0.599 0.525  0.735
C 6.656 -0.593 0.263  -0.436
C 8.022 -0.607 0.068  -0.610
C 8.721 0.586 0.135  0.358
F 10.058 0.576 -0.055  -0.322
C 8.084 1.787 0.388  -0.550
C 6.716 1.783 0.578  -0.456
C 0.097 -1.232 0.570  -1.059
H -2.419 -0.683 -0.424  0.111
H -4.487 -3.331 1.087  0.553
H -6.888 -2.964 1.520  0.401
H -7.940 -0.810 0.921  0.396
H -6.582 0.980 -0.095  0.544
H -3.379 2.710 -2.269  0.438
H -3.511 5.141 -1.694  0.389
H -4.326 5.774 0.589  0.362
H -4.828 1.879 1.679  0.522
H -0.010 -3.259 -0.095  0.425
H -0.873 -2.786 -2.364  0.343
H -1.011 -1.066 -1.982  0.256
H 1.124 -1.456 -3.144  0.423
H 1.563 -2.697 -1.961  0.338
H 2.678 -0.572 -1.411  0.467
H 1.112 0.269 -1.366  0.259
H 2.019 -0.556 2.116  0.373
H 1.921 0.822 0.993  0.344
H 4.043 -1.390 0.779  0.349
H 4.137 1.665 0.824  0.264
H 6.111 -1.522 0.206  0.279
H 8.551 -1.525 -0.135  0.421
H 8.656 2.700 0.432  0.431
H 6.208 2.716 0.776  0.337
H 0.041 -1.506 1.627  0.428
H -0.440 -0.271 0.439  0.184

Calculated values
**Lowest unoccupied orbital energy**: 0.5 eV
**Electronic energy**: -1420.978375 a.u.
**SMILES**: O=C(Nc1ccccc1Oc1cccnc1)[C@H]1CCCN(C/C=C/c2ccc(F)cc2)C1
**Energy above the lowest of the compared OMol25 structures with the same formula, charge and spin**: 1.111 eV
**Frontier orbital gap**: 9.00 eV

C26H26IrN6O7P2SSe | ωB97M-V/def2-TZVPD

Each line ends with the Mulliken charge.
Cartesian coordinates (Å):
Ir 0.206 0.259 0.104  1.982
C 3.397 1.182 3.183  -1.765
C 2.295 0.676 2.276  0.913
O 2.354 1.228 0.932  -0.349
P 2.302 -1.145 2.028  0.766
O 1.589 -1.907 3.207  -0.643
O 3.792 -1.659 2.166  -0.501
O 1.789 -1.410 0.646  -0.657
P 0.565 1.113 2.795  0.757
O 0.592 0.994 4.382  -0.565
O 0.209 2.450 2.305  -0.723
O -0.236 -0.094 2.247  -0.850
H 4.376 0.863 2.826  0.433
H 3.251 0.809 4.196  0.409
H 3.366 2.272 3.203  0.456
H 3.148 0.896 0.488  0.306
H 0.666 -1.594 3.299  0.462
H 3.975 -2.150 2.979  0.358
H 0.449 1.852 4.804  0.355
N 1.189 -1.967 -2.195  -0.313
C 1.678 -0.721 -2.322  0.534
N 1.253 0.342 -1.662  0.045
C 1.966 1.506 -2.075  -0.590
C 1.836 2.800 -1.577  0.017
C 2.658 3.792 -2.081  -1.051
C 3.602 3.525 -3.071  -0.656
C 3.737 2.248 -3.578  -0.507
C 2.910 1.256 -3.068  0.705
S 2.908 -0.428 -3.498  -0.283
H 0.739 -2.193 -1.326  0.079
H 1.707 -2.717 -2.620  0.275
H 1.124 3.020 -0.799  0.417
H 2.568 4.796 -1.688  0.450
H 4.238 4.317 -3.441  0.417
H 4.469 2.019 -4.342  0.434
Se -1.239 2.202 -0.145  -0.095
C -2.238 1.996 -1.768  0.071
C -3.625 2.075 -1.723  -0.435
C -4.338 1.930 -2.906  -0.332
N -3.768 1.718 -4.091  -0.630
C -2.437 1.662 -4.126  -0.594
C -1.633 1.800 -3.003  0.150
H -4.138 2.241 -0.784  0.424
H -5.422 1.982 -2.903  0.396
H -1.995 1.505 -5.104  0.402
H -0.554 1.752 -3.091  0.406
N -5.478 -4.022 -0.329  0.011
C -6.108 -5.219 -0.064  0.732
C -7.436 -5.630 -0.186  -1.035
C -7.715 -6.918 0.210  -0.428
C -6.712 -7.778 0.704  -0.494
C -5.406 -7.366 0.820  -0.787
C -5.104 -6.055 0.437  0.576
N -3.900 -5.377 0.482  -0.622
C -4.164 -4.185 0.024  -0.203
C -3.149 -3.137 -0.084  1.039
C -3.374 -1.901 -0.669  -1.054
C -2.353 -0.977 -0.741  -0.237
N -1.121 -1.211 -0.263  0.471
C -0.905 -2.415 0.327  -0.039
C -1.873 -3.380 0.422  -1.158
H -5.910 -3.194 -0.697  0.174
H -8.207 -4.974 -0.567  0.387
H -8.732 -7.281 0.145  0.395
H -6.985 -8.783 0.996  0.394
H -4.630 -8.020 1.193  0.438
H -4.332 -1.628 -1.088  0.421
H -2.516 -0.032 -1.217  0.109
H 0.078 -2.587 0.727  0.454
H -1.658 -4.332 0.887  0.577

Calculated values
**Lowest unoccupied orbital energy**: -3.5 eV
**Total charge**: +1
**Electronic energy**: -5448.352844 a.u.
**Energy above the lowest of the compared OMol25 structures with the same formula, charge and spin**: 0.599 eV
**Frontier orbital gap**: 6.83 eV

C26H26N4O2 | ωB97M-V/def2-TZVPD

Each line ends with the Mulliken charge.
Cartesian coordinates (Å):
N 2.245 -0.200 1.134  -0.053
C 2.804 -1.212 0.406  0.101
O 2.252 -2.252 0.037  -0.679
N 4.139 -1.054 0.047  -0.033
C 4.997 0.002 0.344  0.393
O 6.165 -0.038 -0.048  -0.727
C 4.331 1.025 1.105  -0.949
C 3.008 0.845 1.445  0.190
H 4.503 -1.820 -0.497  0.201
H 4.861 1.917 1.407  0.414
H 2.516 1.632 2.026  0.324
C -1.470 1.192 5.906  -1.003
N -1.000 0.971 4.551  0.208
C -0.706 -0.234 3.976  -0.702
C -0.369 -0.040 2.612  0.170
C -0.027 -1.035 1.684  -0.152
C -0.575 -1.147 0.379  0.941
C -1.302 -0.100 -0.244  -0.942
C -1.494 -0.072 -1.610  0.432
C -1.182 -1.226 -2.390  0.654
N -1.295 -1.191 -3.745  0.010
C -1.773 -0.031 -4.463  -0.620
C -1.467 1.254 -3.719  -0.872
C -1.985 1.168 -2.287  -0.888
C -1.186 -2.367 -4.579  -0.563
C -0.266 -3.418 -3.991  -0.870
C -0.565 -3.676 -2.514  -0.919
C -0.725 -2.409 -1.727  0.283
C -0.396 -2.336 -0.393  -1.544
C -0.387 1.413 2.403  0.597
C 0.089 2.242 1.393  0.845
C 0.179 3.620 1.642  -1.245
C -0.243 4.172 2.865  -0.663
C -0.822 3.359 3.854  -0.780
C -0.826 1.992 3.618  -1.049
H -1.039 2.114 6.313  0.333
H -2.565 1.295 5.943  0.299
H -1.170 0.337 6.522  0.362
H -0.785 -1.183 4.506  0.461
H 0.547 -1.885 2.054  0.437
H -1.649 0.743 0.351  1.121
H -1.284 -0.036 -5.445  0.411
H -2.861 -0.124 -4.640  0.284
H -0.381 1.412 -3.703  0.317
H -1.922 2.093 -4.250  0.379
H -3.087 1.172 -2.291  0.304
H -1.660 2.056 -1.729  0.324
H -2.192 -2.791 -4.755  0.264
H -0.811 -2.031 -5.552  0.380
H -0.387 -4.342 -4.561  0.373
H 0.774 -3.087 -4.102  0.314
H -1.486 -4.276 -2.443  0.324
H 0.242 -4.275 -2.077  0.384
H 0.042 -3.207 0.088  0.405
H 0.385 1.817 0.432  0.840
H 0.610 4.266 0.877  0.406
H -0.131 5.242 3.041  0.389
H -1.219 3.741 4.793  0.380

Calculated values
**Lowest unoccupied orbital energy**: -1.1 eV
**Electronic energy**: -1375.873701 a.u.
**Energy above the lowest of the compared OMol25 structures with the same formula, charge and spin**: 2.021 eV
**Frontier orbital gap**: 5.97 eV

C26H26N4O4S | ωB97M-V/def2-TZVPD

Each line ends with the Mulliken charge.
Cartesian coordinates (Å):
O -1.210 2.429 -0.266  -0.539
C -0.333 3.130 -0.722  0.558
C 0.646 2.675 -1.794  -0.738
C 0.285 1.311 -2.385  -1.617
N 0.252 0.276 -1.369  0.522
C -0.907 -0.301 -0.942  0.110
S -2.381 0.126 -1.785  -0.158
C -3.603 -1.020 -1.063  -0.660
C -3.402 -2.397 -1.682  0.611
O -3.921 -2.728 -2.725  -0.666
N -2.596 -3.191 -0.942  -0.117
C -1.927 -4.337 -1.531  -1.192
C -0.518 -3.968 -1.867  0.336
C -0.022 -3.055 -2.753  -0.058
C 1.382 -3.044 -2.565  -0.545
C 1.632 -3.944 -1.578  -0.649
O 0.490 -4.502 -1.143  -0.371
N -0.977 -1.174 0.004  -0.399
C 0.174 -1.603 0.601  0.410
C 0.108 -2.579 1.603  -0.477
C 1.266 -3.059 2.167  -0.793
C 2.512 -2.587 1.753  -0.897
C 2.593 -1.623 0.775  -0.772
C 1.427 -1.121 0.194  1.040
C 1.488 -0.096 -0.834  0.036
O 2.509 0.424 -1.243  -0.738
N -0.147 4.416 -0.344  -0.123
C -0.843 4.981 0.788  -0.714
C 0.012 4.921 2.065  -1.299
C 0.386 3.495 2.359  0.624
C 1.602 2.978 1.934  -0.250
C 1.927 1.653 2.166  -0.666
C 1.033 0.827 2.823  -0.132
C -0.190 1.329 3.235  -0.651
C -0.511 2.653 3.004  -0.318
H 0.679 3.410 -2.599  0.542
H 1.641 2.608 -1.346  0.416
H 1.052 1.031 -3.114  0.357
H -0.689 1.355 -2.873  0.884
H -4.566 -0.609 -1.361  0.495
H -3.481 -1.007 0.017  0.321
H -2.081 -2.720 -0.201  0.112
H -2.489 -4.610 -2.429  0.484
H -1.927 -5.170 -0.823  0.308
H -0.589 -2.477 -3.454  0.669
H 2.100 -2.447 -3.090  0.494
H 2.542 -4.263 -1.111  0.571
H -0.859 -2.943 1.918  0.479
H 1.212 -3.815 2.937  0.452
H 3.411 -2.981 2.204  0.440
H 3.541 -1.239 0.433  0.519
H 0.668 4.908 -0.674  0.282
H -1.749 4.386 0.922  0.297
H -1.116 6.016 0.561  0.439
H 0.912 5.526 1.927  0.350
H -0.565 5.342 2.889  0.415
H 2.310 3.620 1.425  0.351
H 2.877 1.265 1.829  0.362
H 1.288 -0.204 3.015  0.449
H -0.894 0.683 3.738  0.416
H -1.466 3.041 3.327  0.388

Calculated values
**Lowest unoccupied orbital energy**: 0.4 eV
**Electronic energy**: -1924.627144 a.u.
**SMILES**: O=C(CCn1c(SCC(=O)NCc2ccco2)nc2ccccc2c1=O)NCCc1ccccc1
**Energy above the lowest of the compared OMol25 structures with the same formula, charge and spin**: 0.000 eV
**Frontier orbital gap**: 8.68 eV

C26H26N5O2Pd | ωB97M-V/def2-TZVPD

Each line ends with the Mulliken charge.
Cartesian coordinates (Å):
Pd 0.634 -0.483 -0.687  0.023
O 3.135 -4.027 -0.900  -0.431
C 2.587 -3.021 -0.472  0.506
N 1.798 -2.247 -1.243  -0.048
C 1.744 -2.777 -2.486  0.405
O 2.320 -3.813 -2.789  -0.410
C 0.989 -1.955 -3.489  0.235
C 0.862 -2.440 -4.782  -0.544
C 0.230 -1.641 -5.723  -0.376
C -0.200 -0.381 -5.341  -0.862
C -0.019 0.022 -4.025  -0.222
N 0.538 -0.757 -3.102  -0.030
C 2.740 -2.589 0.979  0.258
C 3.444 -3.471 1.816  -0.441
C 3.503 -3.189 3.194  -0.774
C 2.936 -2.055 3.665  -0.746
C 2.322 -1.058 2.741  -0.167
N 2.177 -1.470 1.352  -0.248
H 1.262 -3.414 -5.026  0.492
H 0.101 -1.991 -6.738  0.488
H -0.660 0.289 -6.054  0.404
H -0.292 1.024 -3.723  0.772
H 3.882 -4.365 1.397  0.495
H 3.997 -3.880 3.864  0.488
H 2.967 -1.794 4.715  0.571
H 2.968 -0.160 2.765  0.330
C -1.638 3.445 -1.810  -0.750
N -2.866 2.607 -1.777  -0.033
C -3.717 2.855 -2.975  -0.830
C -2.553 1.138 -1.578  0.091
C -2.231 0.861 -0.125  0.997
C -3.297 0.954 0.770  -0.599
C -3.106 0.866 2.137  -1.345
C -1.819 0.753 2.631  -0.495
C -0.775 0.632 1.734  0.970
C -0.923 0.618 0.331  -0.923
H -1.903 4.496 -1.711  0.386
H -1.131 3.302 -2.762  0.365
H -0.980 3.160 -0.994  0.283
H -3.408 2.895 -0.958  0.402
H -3.201 2.512 -3.870  0.354
H -3.914 3.921 -3.065  0.389
H -4.663 2.326 -2.876  0.376
H -1.718 0.884 -2.223  -0.881
H -3.429 0.576 -1.897  0.612
H -4.306 1.080 0.386  0.513
H -3.951 0.902 2.812  0.466
H -1.639 0.753 3.699  0.519
H 1.161 0.364 1.440  0.676
C 0.980 1.085 5.044  -0.449
C 1.197 2.137 4.053  -0.664
C 1.039 1.905 2.759  -0.537
N 0.608 0.581 2.271  1.020
C 0.915 -0.560 3.204  0.414
C 0.837 -0.177 4.649  -1.010
H 0.932 1.353 6.091  0.552
H 1.492 3.123 4.386  0.538
H 1.178 2.634 1.975  0.536
H 0.201 -1.354 2.985  0.257
H 0.664 -0.980 5.353  0.633

Calculated values
**Lowest unoccupied orbital energy (alpha / beta)**: -9.1 / -11.8 eV
**Multiplicity**: 5
**Total charge**: +3
**Electronic energy**: -1557.348296 a.u.
**Energy above the lowest of the compared OMol25 structures with the same formula, charge and spin**: 2.008 eV
**Frontier orbital gap (alpha / beta)**: 7.21 / 5.76 eV

C26H26N7O5S2Yb | ωB97M-V/def2-TZVPD

Each line ends with the Mulliken charge.
Cartesian coordinates (Å):
Yb -0.790 -0.408 -0.401  0.536
O -0.728 0.167 -4.955  -0.776
C -0.606 -1.171 -5.101  0.453
C -0.157 -1.659 -6.326  -0.636
C -0.009 -3.023 -6.530  -0.310
C -0.302 -3.910 -5.499  -0.768
C -0.749 -3.420 -4.277  -0.511
C -0.928 -2.056 -4.055  0.270
C -1.411 -1.523 -2.759  1.128
O -1.208 -0.200 -2.495  -1.028
N -1.961 -2.346 -1.933  -0.671
N -2.419 -1.773 -0.763  -0.117
C -2.749 -2.717 0.261  -0.017
C -2.408 -2.163 1.606  0.051
C -2.295 -2.975 2.767  -0.947
C -2.165 -2.385 3.989  -0.241
C -2.132 -0.976 4.078  -0.647
C -2.107 -0.273 2.903  -0.147
N -2.174 -0.833 1.681  -0.162
H -0.956 0.310 -3.996  0.473
H 0.074 -0.945 -7.108  0.392
H 0.341 -3.392 -7.488  0.343
H -0.173 -4.976 -5.641  0.347
H -0.981 -4.085 -3.454  0.439
H -2.341 -3.704 0.059  0.519
H -2.386 -4.046 2.651  0.385
H -2.108 -2.991 4.888  0.352
H -2.058 -0.465 5.030  0.432
H -1.990 0.809 2.911  0.251
N 1.243 6.976 3.376  -0.622
C 0.897 5.911 2.524  1.165
C -0.335 5.279 2.652  -0.798
C -0.652 4.196 1.849  -0.295
C 0.259 3.748 0.911  -0.358
C 1.491 4.371 0.769  -0.625
C 1.808 5.448 1.572  -0.842
S -0.075 2.326 -0.073  1.888
O 0.222 2.691 -1.429  -0.785
O -1.448 1.884 0.198  -0.774
N 0.889 1.142 0.353  -0.214
C 0.970 0.730 1.686  0.306
N 1.261 1.613 2.655  -0.438
C 1.432 1.123 3.876  -0.332
C 1.326 -0.220 4.170  -0.706
C 0.969 -1.038 3.110  -0.351
N 0.792 -0.586 1.884  0.103
H 0.452 7.496 3.721  0.233
H 1.946 7.590 2.996  0.231
H -1.044 5.634 3.394  0.270
H -1.604 3.689 1.947  0.419
H 2.190 3.999 0.029  0.459
H 2.771 5.938 1.471  0.249
H 1.664 1.852 4.648  0.399
H 1.467 -0.607 5.169  0.396
H 0.796 -2.101 3.249  0.516
C 2.672 -2.882 -1.280  -1.682
C 1.967 -1.546 -1.049  1.107
C 2.092 -0.699 -2.313  -1.109
O 0.648 -1.767 -0.673  -0.330
H 3.709 -2.743 -1.606  0.418
H 2.127 -3.441 -2.048  0.286
H 2.664 -3.472 -0.358  0.356
H 2.512 -1.024 -0.243  -0.047
H 1.565 -1.189 -3.137  0.060
H 3.146 -0.582 -2.591  0.553
H 1.666 0.296 -2.183  0.151
S -4.580 -2.904 0.731  -0.654

Calculated values
**Lowest unoccupied orbital energy (alpha / beta)**: 3.8 / 3.8 eV
**Multiplicity**: 2
**Total charge**: -2
**Electronic energy**: -3721.073203 a.u.
**Energy above the lowest of the compared OMol25 structures with the same formula, charge and spin**: 1.443 eV
**Frontier orbital gap (alpha / beta)**: 4.01 / 4.02 eV